A cluster of 6 separate species, C25H38BBrF15O14S in total in a non-equilibrium geometry, computed with ωB97M-V/def2-TZVPD.

Last column: Löwdin charge in e.
Cartesian coordinates (Å):
C: 1.037 0.417 4.783  -0.09
C: -0.338 0.991 4.030  -0.22
O: -1.349 -0.052 3.795  -0.19
C: -1.362 -0.515 2.397  -0.15
C: -0.303 -1.799 2.228  -0.12
O: 1.069 -1.297 2.057  -0.21
C: 1.441 -1.150 0.641  -0.37
S: 1.980 0.603 0.165  0.78
Br: 3.388 0.269 -1.590  0.54
B: 0.569 1.595 -0.577  -0.67
O: -0.150 1.234 -1.831  0.03
O: 0.123 2.850 0.102  0.05
H: 1.395 1.094 5.668  0.09
H: 1.866 0.419 3.924  0.07
H: 0.882 -0.722 5.100  0.10
H: -0.026 1.589 3.049  0.11
H: -0.807 1.762 4.810  0.14
H: -1.029 0.289 1.615  0.11
H: -2.472 -0.836 2.108  0.16
H: -0.348 -2.356 3.281  0.17
H: -0.682 -2.500 1.360  0.13
H: 2.415 -1.824 0.484  0.15
H: 0.644 -1.539 -0.125  0.12
H: -0.494 0.288 -1.662  0.13
H: 0.474 2.872 1.059  0.13
C: 3.719 -4.958 -4.040  -0.05
C: 2.325 -4.787 -4.614  -0.19
O: 1.332 -5.203 -3.663  0.03
C: 1.004 -4.289 -2.695  -0.32
O: 1.509 -3.173 -2.608  0.10
C: -0.092 -4.840 -1.784  -0.47
F: 0.139 -6.128 -1.398  0.15
F: -1.312 -4.839 -2.394  0.15
F: -0.242 -4.122 -0.635  0.12
H: 3.870 -5.987 -3.697  0.06
H: 4.479 -4.718 -4.789  0.10
H: 3.872 -4.309 -3.172  0.07
H: 2.210 -5.427 -5.494  0.14
H: 2.145 -3.756 -4.940  0.12
C: -2.600 4.389 0.817  -0.06
C: -1.998 5.342 -0.200  -0.21
O: -2.628 6.630 -0.121  0.02
C: -2.174 7.462 0.870  -0.32
O: -1.287 7.160 1.665  0.14
C: -2.891 8.810 0.811  -0.47
F: -4.240 8.684 0.648  0.14
F: -2.453 9.578 -0.227  0.15
F: -2.716 9.557 1.937  0.14
H: -3.687 4.334 0.696  0.09
H: -2.179 3.387 0.704  0.06
H: -2.411 4.732 1.839  0.08
H: -2.180 4.961 -1.211  0.13
H: -0.912 5.429 -0.080  0.12
C: -3.911 9.964 5.244  -0.06
C: -4.625 8.957 6.127  -0.21
O: -3.759 7.857 6.443  0.01
C: -2.869 8.064 7.465  -0.32
O: -2.784 9.115 8.096  0.15
C: -2.046 6.804 7.728  -0.47
F: -1.581 6.229 6.581  0.13
F: -2.772 5.843 8.368  0.14
F: -0.951 7.035 8.506  0.14
H: -3.509 9.475 4.350  0.07
H: -4.592 10.761 4.936  0.09
H: -3.062 10.416 5.767  0.08
H: -5.483 8.541 5.588  0.13
H: -5.014 9.423 7.039  0.13
C: 2.707 -10.505 -0.396  -0.06
C: 4.221 -10.574 -0.469  -0.21
O: 4.738 -9.508 -1.280  0.01
C: 4.862 -8.289 -0.665  -0.32
O: 4.557 -8.079 0.507  0.14
C: 5.465 -7.261 -1.621  -0.46
F: 4.898 -7.298 -2.862  0.11
F: 6.802 -7.459 -1.809  0.15
F: 5.328 -5.979 -1.182  0.14
H: 2.273 -10.493 -1.401  0.08
H: 2.306 -11.361 0.154  0.09
H: 2.377 -9.588 0.103  0.07
H: 4.522 -11.512 -0.948  0.13
H: 4.676 -10.563 0.528  0.13
C: 0.601 -0.124 -5.244  -0.06
C: -0.856 -0.529 -5.115  -0.21
O: -1.442 -0.729 -6.410  0.02
C: -1.198 -1.942 -7.001  -0.32
O: -0.520 -2.829 -6.487  0.14
C: -1.915 -2.041 -8.346  -0.47
F: -1.769 -0.917 -9.106  0.14
F: -3.258 -2.227 -8.197  0.15
F: -1.471 -3.076 -9.113  0.15
H: 0.701 0.753 -5.891  0.09
H: 1.027 0.107 -4.264  0.05
H: 1.194 -0.924 -5.699  0.08
H: -1.419 0.278 -4.633  0.12
H: -0.975 -1.421 -4.489  0.12

lowest unoccupied orbital energy = -0.244 Eh
E_tot = -177513.880 eV
strongest force on any atom = 6.07 eV/A
total charge = +1
orbital gap = 6.06 eV

A structure of composition C49H38F10N4NaO3P, computed with ωB97M-V/def2-TZVPD.

Last column: Löwdin charge in e.
Cartesian coordinates (Å):
Na: 0.859 1.417 -0.545  0.26
C: 2.748 1.745 -4.898  -0.08
C: 2.083 0.705 -5.532  -0.07
C: 1.282 -0.131 -4.779  -0.03
C: 1.149 0.086 -3.404  -0.23
N: 1.794 1.094 -2.797  0.11
C: 2.566 1.890 -3.534  -0.14
C: 0.264 -0.787 -2.582  -0.24
C: 0.340 -2.163 -2.796  -0.07
C: -0.485 -3.020 -2.081  -0.12
C: -1.387 -2.475 -1.174  -0.12
C: -1.438 -1.093 -0.988  -0.14
C: -0.623 -0.177 -1.671  -0.10
H: 3.385 2.429 -5.441  0.10
H: 2.178 0.559 -6.602  0.11
H: 0.725 -0.935 -5.244  0.11
H: 3.072 2.689 -3.001  0.11
H: 1.052 -2.574 -3.508  0.10
H: -0.431 -4.091 -2.237  0.08
H: -2.050 -3.128 -0.614  0.08
H: -2.168 -0.718 -0.268  0.07
F: 3.570 -4.564 1.470  0.05
C: 3.165 -3.554 2.294  -0.19
C: 2.806 -2.344 1.778  0.10
C: 2.392 -1.332 2.645  -0.03
C: 2.008 -0.025 2.040  -0.29
O: 2.166 0.123 0.833  0.04
C: 1.491 0.942 2.981  -0.01
C: 1.506 0.637 4.298  0.04
N: 1.890 -0.554 4.851  0.00
C: 1.875 -0.732 6.278  -0.27
C: 0.723 -0.187 7.060  -0.08
C: 0.868 -1.671 6.884  -0.10
C: 2.336 -1.565 4.024  -0.12
C: 2.726 -2.816 4.528  0.08
C: 3.133 -3.810 3.664  -0.19
N: 3.501 -5.100 4.188  -0.10
C: 2.616 -6.170 3.754  -0.15
C: 2.893 -7.418 4.563  -0.09
N: 4.345 -7.790 4.384  0.06
C: 5.255 -6.659 4.796  -0.09
C: 4.898 -5.437 3.976  -0.15
C: 0.877 2.311 2.607  -0.64
O: 0.727 3.101 3.544  -0.01
O: 0.588 2.449 1.396  -0.06
H: 2.819 -2.139 0.715  0.15
H: 1.172 1.402 4.986  0.14
H: 2.854 -0.686 6.743  0.15
H: -0.068 0.302 6.510  0.11
H: 0.945 0.246 8.024  0.11
H: 0.182 -2.149 6.198  0.11
H: 1.177 -2.269 7.730  0.10
H: 2.694 -3.029 5.586  0.11
H: 2.712 -6.396 2.681  0.13
H: 1.583 -5.869 3.930  0.15
H: 2.293 -8.265 4.234  0.14
H: 2.748 -7.250 5.628  0.14
H: 4.509 -7.998 3.396  0.18
H: 4.564 -8.635 4.911  0.18
H: 6.281 -6.984 4.636  0.14
H: 5.076 -6.493 5.857  0.14
H: 5.138 -5.623 2.918  0.13
H: 5.522 -4.607 4.306  0.15
F: -2.824 9.431 -1.635  0.13
C: -3.601 8.551 -2.293  -0.58
F: -3.773 9.030 -3.542  0.13
F: -4.814 8.594 -1.702  0.13
C: -3.021 7.169 -2.291  -0.13
C: -3.374 6.275 -3.294  -0.01
C: -2.876 4.983 -3.268  -0.07
C: -2.018 4.568 -2.251  -0.34
C: -1.667 5.480 -1.259  -0.07
C: -2.172 6.773 -1.269  -0.01
P: -1.338 2.855 -2.033  1.13
C: -2.779 2.192 -1.114  -0.34
C: -2.601 1.929 0.244  -0.07
C: -3.672 1.513 1.019  0.00
C: -4.924 1.344 0.440  -0.13
C: -5.114 1.608 -0.907  0.00
C: -4.043 2.041 -1.674  -0.07
C: -6.061 0.853 1.283  -0.58
F: -7.261 1.093 0.724  0.13
F: -6.074 1.425 2.503  0.13
F: -5.998 -0.482 1.494  0.13
C: -1.502 2.226 -3.744  -0.36
C: -2.126 1.022 -4.067  -0.07
C: -2.086 0.533 -5.362  0.00
C: -1.414 1.240 -6.350  -0.14
C: -0.785 2.437 -6.047  -0.02
C: -0.827 2.919 -4.749  -0.09
C: -1.370 0.684 -7.740  -0.58
F: -0.422 1.265 -8.499  0.12
F: -1.112 -0.641 -7.746  0.13
F: -2.541 0.844 -8.394  0.13
H: -4.037 6.590 -4.090  0.12
H: -3.160 4.293 -4.053  0.10
H: -0.998 5.178 -0.461  0.11
H: -1.895 7.471 -0.491  0.12
H: -1.627 2.062 0.706  0.09
H: -3.531 1.325 2.075  0.13
H: -6.092 1.489 -1.353  0.12
H: -4.206 2.266 -2.722  0.11
H: -2.613 0.446 -3.293  0.10
H: -2.561 -0.411 -5.596  0.13
H: -0.245 2.980 -6.811  0.12
H: -0.316 3.846 -4.517  0.11

lowest unoccupied orbital energy = -0.071 Eh
E_tot = -104413.114 eV
strongest force on any atom = 0.27 eV/A
ΔE to the lowest compared entry with this formula, charge and spin = 0.0 kcal per mole
orbital gap = 3.85 eV

A cluster of 2 separate species, C5H10NO3 in total in a non-equilibrium geometry, computed with ωB97M-V/def2-TZVPD.

Last column: Löwdin charge in e.
Cartesian coordinates (Å):
C: -0.607 0.954 -0.839  -0.18
C: -0.009 0.972 -2.280  -0.08
C: -1.776 0.069 -0.597  -0.55
O: -2.837 0.650 -0.913  -0.03
N: -1.723 -1.172 -0.083  0.16
H: 0.227 0.823 -0.161  0.08
H: -0.822 2.028 -0.662  0.11
H: -0.543 0.277 -2.943  0.07
H: -2.254 -1.889 -0.557  0.10
H: -0.810 -1.593 0.161  0.07
H: 1.034 0.649 -2.347  0.07
H: -0.140 2.008 -2.646  0.07
C: 1.263 -0.342 2.572  -0.05
C: 1.736 -0.771 1.154  -0.78
O: 2.723 -0.100 0.764  -0.10
O: 1.053 -1.562 0.466  -0.11
H: 1.249 -1.267 3.173  0.05
H: 0.259 0.065 2.562  0.05
H: 1.978 0.202 3.176  0.05

lowest unoccupied orbital energy = 0.143 Eh
E_tot = -12981.615 eV
strongest force on any atom = 3.61 eV/A
ΔE to the lowest compared entry with this formula, charge and spin = 22.8 kcal per mole
total charge = -1
orbital gap = 8.29 eV